No. 1
12
Properties=species:S:1:pos:R:3:forces:R:3:lowdin_charge:R:1 method="wB97M-V/def2-TZVPD" s_squared=6.02 e_above_lowest_ev=0.0000 spin_multiplicity=5 total_energy_ev=-41339.6976 molar_mass_g_mol=388.37 lumo_energy_ha="-0.012 / -0.087" homo_lumo_gap_ev="8.53 / 6.99" e_homo_ev="-8.8488 / -9.3563" largest_force_ha_per_bohr=0.104
F -3.04621 -0.72091 0.03006 0.2 0.1 -0.1 0.16
F -1.55964 0.70520 0.71102 -3.3 0.2 0.3 -0.13
S 2.39671 1.30561 -0.67260 0.4 -0.6 1.6 0.75
O 0.27586 -1.29226 0.34929 -1.0 -1.1 -0.1 -0.67
F -3.10945 1.32349 -0.65367 0.1 0.0 -0.2 0.16
S 1.71951 -1.66549 -0.21158 2.7 -4.5 1.1 0.66
Ir 0.45183 0.55453 0.70478 3.6 3.7 1.4 1.21
N 2.56869 -0.24242 -0.05520 0.1 2.7 0.3 -0.70
H -1.67085 0.02017 -1.23162 -0.1 0.2 0.5 0.17
C -2.32002 0.30032 -0.38580 -0.8 -0.4 -0.5 -0.45
O 2.32726 -2.56943 0.85541 -1.4 2.4 -2.7 -0.47
O 1.96632 2.28119 0.55990 -0.5 -2.8 -1.7 -0.70


No. 2
8
Properties=species:S:1:pos:R:3:forces:R:3:lowdin_charge:R:1 method="wB97M-V/def2-TZVPD" smiles="[H]/N=N/SC(F)(F)F" e_above_lowest_ev=3.2816 total_energy_ev=-23018.7641 molar_mass_g_mol=130.09 lumo_energy_ha=0.005 homo_lumo_gap_ev=9.67 e_homo_ev=-9.5252 largest_force_ha_per_bohr=0.077
S 2.33008 -1.09956 -0.61724 0.5 0.6 0.9 0.81
F 3.49195 0.37925 1.23924 0.6 0.2 -0.9 0.04
N 0.22081 -0.66723 1.00973 0.9 -2.6 0.5 0.00
C 3.73248 0.13936 -0.09140 -3.8 -0.7 1.0 -0.90
F 3.54944 1.25969 -0.76374 0.4 0.5 0.0 0.10
H -0.51779 -0.09201 1.34286 -1.2 1.1 0.3 0.06
F 4.94063 -0.29383 -0.23494 0.8 -0.5 -0.3 0.15
N 0.82921 -0.09587 0.17467 1.7 1.4 -1.6 -0.26


No. 3
8
Properties=species:S:1:pos:R:3:forces:R:3:lowdin_charge:R:1 method="wB97M-V/def2-TZVPD" e_above_lowest_ev=0.0474 total_charge=+1 total_energy_ev=-13661.4463 molar_mass_g_mol=112.03 lumo_energy_ha=-0.214 homo_lumo_gap_ev=10.71 e_homo_ev=-16.5230 largest_force_ha_per_bohr=0.026
F -1.27091 -1.82316 0.94613 -0.5 -0.2 1.2 0.35
H -2.62717 1.21978 0.06629 0.2 -0.3 0.0 0.14
F 3.24535 1.82045 0.31097 0.4 0.4 0.0 0.25
F -2.14020 0.42002 0.07252 -0.3 0.5 0.0 -0.06
N -0.78767 -1.54487 -0.14164 0.2 -0.2 -0.4 0.01
C 2.35075 1.00639 0.02627 0.1 0.0 0.2 -0.30
N 1.52653 0.24591 -0.19199 -0.4 -0.3 -0.1 0.16
N -0.29669 -1.34453 -1.08856 0.3 0.2 -1.0 0.46


No. 4
9
Properties=species:S:1:pos:R:3:forces:R:3:lowdin_charge:R:1 method="wB97M-V/def2-TZVPD" smiles="N=[S@](=O)([O-])C(F)(F)F" e_above_lowest_ev=1.1250 total_charge=-1 total_energy_ev=-25626.6668 molar_mass_g_mol=148.09 lumo_energy_ha=0.150 homo_lumo_gap_ev=8.86 e_homo_ev=-4.7801 largest_force_ha_per_bohr=0.094
H -1.81295 -0.44847 -0.70795 -1.2 -0.7 1.0 -0.05
O 1.05461 1.02916 -1.48545 -3.0 -0.7 2.4 -0.43
F -0.23296 -1.69759 0.78849 -0.4 1.2 0.6 0.04
F 1.74030 -1.07890 0.39880 -0.4 1.1 0.3 0.04
F 0.65354 0.00168 1.96967 -0.3 -0.7 -0.4 0.08
C 0.52024 -0.54256 0.74429 0.8 -0.7 -1.3 -0.56
N -1.26668 0.04312 -1.35977 1.5 0.8 -0.5 -0.25
S -0.16019 0.78696 -0.58576 3.4 -1.1 -3.2 0.51
O -0.49591 1.90661 0.23767 -0.4 0.6 1.0 -0.38


No. 5
12
Properties=species:S:1:pos:R:3:forces:R:3:lowdin_charge:R:1 method="wB97M-V/def2-TZVPD" e_above_lowest_ev=0.0000 total_charge=-1 total_energy_ev=-40557.3344 molar_mass_g_mol=212.15 lumo_energy_ha=0.132 homo_lumo_gap_ev=9.05 e_homo_ev=-5.4523 largest_force_ha_per_bohr=0.063
S -0.26524 0.70020 0.26205 -0.2 1.5 0.3 0.58
O -0.23328 1.36770 -1.04033 0.0 -0.8 1.6 -0.33
C -1.51490 -0.66793 0.02400 0.9 0.9 0.0 -0.71
O -0.78464 1.42052 1.42654 0.3 -0.9 -1.3 -0.33
F -1.70380 -1.31853 1.16381 -0.2 -0.4 0.4 0.13
F -2.66785 -0.14369 -0.37078 -0.4 0.0 -0.1 0.13
N 1.14730 0.05089 0.55666 -0.2 -2.0 0.6 -0.33
F -1.09299 -1.52196 -0.89737 0.0 -0.4 -0.3 0.13
O 2.93559 -1.47312 -0.00606 -0.2 1.2 -1.7 -0.59
O 3.41883 0.90805 -0.51375 -1.1 -1.3 -0.8 -0.53
H 1.28494 -0.86952 1.14729 -0.7 2.6 -1.3 0.12
S 2.51990 -0.24416 -0.79625 1.9 -0.4 2.6 0.73


No. 6
8
Properties=species:S:1:pos:R:3:forces:R:3:lowdin_charge:R:1 method="wB97M-V/def2-TZVPD" e_above_lowest_ev=2.7938 total_energy_ev=-24132.7373 molar_mass_g_mol=134.08 lumo_energy_ha="-0.063 / -0.063" homo_lumo_gap_ev="8.57 / 8.57" e_homo_ev="-10.2807 / -10.2813" largest_force_ha_per_bohr=0.123
O -1.25530 1.80642 -0.00579 -0.4 3.1 -0.3 -0.30
S -1.17984 0.42121 0.01612 2.1 -6.0 -0.2 0.72
H 1.47476 0.77482 0.20384 0.6 -1.2 -1.0 0.15
O -1.94314 -0.39592 0.93509 0.3 0.9 -1.0 -0.34
F 1.55341 -1.12433 -0.91315 -0.2 1.4 0.2 0.15
F 1.56602 -0.99507 1.21762 -0.7 1.0 -1.1 0.10
C 1.30966 -0.32639 0.08866 -1.9 -0.1 1.7 -0.19
F -1.52558 -0.16075 -1.54241 0.2 0.9 1.7 -0.29


No. 7
7
Properties=species:S:1:pos:R:3:forces:R:3:lowdin_charge:R:1 method="wB97M-V/def2-TZVPD" e_above_lowest_ev=3.2459 total_energy_ev=-13408.0253 molar_mass_g_mol=103.02 lumo_energy_ha="-0.014 / -0.026" homo_lumo_gap_ev="10.65 / 9.29" e_homo_ev="-11.0463 / -10.0000" largest_force_ha_per_bohr=0.058
F -1.20051 -0.41178 -1.23574 -0.2 -0.4 -1.6 0.20
F 1.85053 0.88721 -0.97304 -0.3 -0.5 1.0 -0.16
N 1.60560 0.15904 0.20694 -0.9 0.2 -0.9 0.12
H 1.13676 0.87813 0.78189 0.2 0.1 -0.1 0.04
C -0.85910 -0.47020 -0.00402 1.3 2.6 0.7 -0.53
F -1.08685 -1.57420 0.57161 -0.3 -2.0 0.7 0.22
F -1.44642 0.53181 0.65236 0.1 0.1 0.2 0.12


No. 8
7
Properties=species:S:1:pos:R:3:forces:R:3:lowdin_charge:R:1 method="wB97M-V/def2-TZVPD" e_above_lowest_ev=4.8762 total_energy_ev=-13406.3951 molar_mass_g_mol=103.02 lumo_energy_ha="0.022 / -0.026" homo_lumo_gap_ev="11.55 / 7.90" e_homo_ev="-10.9412 / -8.6104" largest_force_ha_per_bohr=0.085
F 0.53637 1.81366 0.51007 0.0 1.4 -0.4 0.08
F 1.49866 0.01646 1.10949 1.5 -1.0 0.6 0.10
C 0.37305 0.60720 0.95151 -4.1 -0.8 1.4 -0.31
F -0.39585 -2.00655 -1.09496 0.2 0.5 -0.5 -0.05
F -0.46490 -0.08368 -2.11318 0.2 -0.7 0.2 -0.05
H -0.49233 0.47745 1.77903 2.3 0.3 -1.7 0.16
N -1.05500 -0.82454 -1.14196 -0.2 0.3 0.4 0.07